Model w:
Entry from the OMol25 dataset: one molecule with the formula C5H5N (ωB97M-V/def2-TZVPD).

Values from the calculation:
Structure (SMILES) = C1=CN2[C@@H]3[C@H]1[C@@H]32
2S+1 = 1
Total charge = 0
Frontier orbital gap = 9.41 eV

The geometry in XYZ format:
```
11
C5H5N (ωB97M-V/def2-TZVPD)
C -0.3603 -0.6307 -0.6242
C -0.1750 -0.9686 0.8389
C -0.8610 0.7447 -0.4804
N 0.3163 1.1950 0.2848
C 0.7568 0.3671 -0.8163
C 0.4959 0.1288 1.2406
H -0.7114 -1.3294 -1.3805
H -0.3915 -1.9026 1.3435
H -1.5747 1.3866 -0.9859
H 1.4955 0.6323 -1.5692
H 1.0095 0.3767 2.1485
```


Model x:
Entry from the OMol25 dataset: C5H5N as an isolated structure (ωB97M-V/def2-TZVPD).

Values from the calculation:
2S+1 = 1
Total charge = 0
Frontier orbital gap (spin up / spin down) = 8.81 / 6.73 eV

The geometry in XYZ format:
```
11
C5H5N (ωB97M-V/def2-TZVPD)
C -1.0631 2.6066 -1.8175
C -0.6214 1.7451 -1.0989
C 1.1393 -0.1551 1.2943
C -0.3751 -1.3717 0.7724
C 0.7397 -0.5595 0.0103
N 0.3758 -0.9953 1.9550
H -1.3784 3.1360 -2.6582
H 1.8711 0.6669 1.5724
H -1.4168 -0.9759 0.8790
H -0.3764 -2.3521 0.4771
H 1.3864 -0.7087 -0.8944
```


Model y:
Entry from the OMol25 dataset: one molecule with the formula C5H5N (ωB97M-V/def2-TZVPD).

Values from the calculation:
Structure (SMILES) = C=C=C(C)C#N
2S+1 = 1
Total charge = 0
Frontier orbital gap = 10.23 eV

The geometry in XYZ format:
```
11
C5H5N (ωB97M-V/def2-TZVPD)
C -1.3429 -0.5289 -0.6295
C -0.2203 0.3790 -0.1977
C 1.0120 -0.0606 -0.0636
C 1.9965 -0.5945 0.5928
C -0.4715 1.7523 0.1427
N -0.6676 2.8505 0.4559
H -1.0729 -1.5728 -0.4407
H -2.2661 -0.3022 -0.0894
H -1.5185 -0.3990 -1.6988
H 1.5781 -0.6903 1.5867
H 3.0151 -0.8750 0.3393
```


Model z:
Entry from the OMol25 dataset: one molecule with the formula C5H5N (ωB97M-V/def2-TZVPD).

Values from the calculation:
Structure (SMILES) = C#C[C@@H](C)C#N
2S+1 = 1
Total charge = 0
Frontier orbital gap = 11.32 eV

The geometry in XYZ format:
```
11
C5H5N (ωB97M-V/def2-TZVPD)
C -0.3806 1.2760 -0.2939
C -0.2854 -0.0390 0.5488
C 1.0767 -0.5987 0.2647
C 1.9776 -1.3314 -0.1325
C -1.3591 -0.9154 0.2567
H -0.1547 1.0464 -1.4038
H 0.2926 1.9929 0.2102
H -1.4464 1.6891 -0.2399
H -0.4289 0.2758 1.6356
H 2.8554 -1.7054 -0.6001
N -2.1472 -1.6904 -0.2456
```


Which one sits at the top of the stability order? model y does.


Model w:
Entry from the OMol25 dataset: C5H5N as an isolated structure (ωB97M-V/def2-TZVPD).

Values from the calculation:
2S+1 = 1
Total charge = 0
Frontier orbital gap = 10.13 eV

The geometry in XYZ format:
```
11
C5H5N (ωB97M-V/def2-TZVPD)
C 2.5506 0.0897 0.0003
C -1.3521 -1.1352 -0.0055
C 0.1041 0.1199 -0.0145
C 1.3414 0.7953 -0.0008
C -1.3427 0.3887 -0.0104
N 3.5427 -0.4879 0.0084
H -1.3656 -1.6567 0.9311
H 1.3600 1.8748 0.0173
H -1.7472 0.8462 0.8899
H -1.3296 -1.6931 -0.9178
H -1.7617 0.8584 -0.8979
```


Model x:
Entry from the OMol25 dataset: one molecule with the formula C5H5N (ωB97M-V/def2-TZVPD).

Values from the calculation:
Structure (SMILES) = C=CC(=C)C#N
2S+1 = 1
Total charge = 0
Frontier orbital gap = 9.54 eV

The geometry in XYZ format:
```
11
C5H5N (ωB97M-V/def2-TZVPD)
C 1.0052 1.5529 0.7730
C 1.0366 0.7651 -0.3466
C -0.1004 -0.1582 -0.5148
C -0.4418 -0.4636 -1.7827
C -0.6307 -0.8330 0.6159
H 0.4511 1.6204 1.8151
H 1.9767 2.1806 0.7006
H 1.7547 0.9390 -1.2622
H -1.0117 -1.3236 -1.9959
H 0.0592 0.0065 -2.6251
N -1.2061 -1.2289 1.5570
```


Which one sits at the top of the stability order? model x does.


Model w:
Entry from the OMol25 dataset: one molecule with the formula C5H5N (ωB97M-V/def2-TZVPD).

Values from the calculation:
2S+1 = 1
Total charge = 0
Frontier orbital gap = 7.84 eV

The geometry in XYZ format:
```
11
C5H5N (ωB97M-V/def2-TZVPD)
C -0.2860 -1.1376 0.1414
C 0.3323 0.0725 0.2834
C -1.5521 -0.8684 -0.3316
C -1.3722 1.3529 -0.0255
C 1.6637 0.5501 -0.0660
N -2.1379 0.3070 0.0997
H 0.1582 -2.1494 0.0723
H 2.1783 -0.1373 -0.7140
H 1.7889 1.5472 -0.2616
H 2.3751 0.2888 0.7269
H -3.1484 0.1741 0.0749
```


Model x:
Entry from the OMol25 dataset: one molecule with the formula C5H5N (ωB97M-V/def2-TZVPD).

Values from the calculation:
2S+1 = 1
Total charge = 0
Frontier orbital gap (spin up / spin down) = 6.37 / 6.48 eV

The geometry in XYZ format:
```
11
C5H5N (ωB97M-V/def2-TZVPD)
C 0.1212 -1.1205 0.3083
C 0.8658 -0.0513 -0.3067
C 1.5403 0.9903 0.4245
N -0.1749 -2.2915 0.3938
C -0.8170 0.2878 -0.3882
C -1.8963 0.8198 -0.4865
H -1.1349 -2.6351 0.4170
H 1.3724 -0.4363 -1.1955
H 1.0967 1.2886 1.3667
H 1.8574 1.8445 -0.1627
H -2.8308 1.3038 -0.3708
```


Model y:
Entry from the OMol25 dataset: one molecule with the formula C5H5N (ωB97M-V/def2-TZVPD).

Values from the calculation:
Structure (SMILES) = C=C=C=NC=C
2S+1 = 1
Total charge = 0
Frontier orbital gap = 8.64 eV

The geometry in XYZ format:
```
11
C5H5N (ωB97M-V/def2-TZVPD)
C 1.7573 0.4867 -0.2167
C 0.9259 1.5176 -0.4907
C -2.1374 -1.3138 0.2826
N 1.5077 -0.4294 0.8344
C 0.3619 -0.8139 0.5441
C -0.9101 -0.8543 0.3315
H 2.7372 0.3878 -0.6542
H 1.2005 2.2851 -1.1942
H 0.0094 1.7078 0.0399
H -2.6911 -1.7109 1.1253
H -2.7614 -1.2627 -0.6018
```


Which one sits at the top of the stability order? model y does.


Model w:
Entry from the OMol25 dataset: C2H2IN3O as an isolated structure (ωB97M-V/def2-TZVPD).

Values from the calculation:
2S+1 = 1
Total charge = 0
Frontier orbital gap = 9.07 eV

The geometry in XYZ format:
```
9
C2H2IN3O (ωB97M-V/def2-TZVPD)
C 0.3466 -1.0662 1.3956
C -0.0142 0.0745 -0.2660
N 0.9518 -0.2071 0.6413
N -1.1330 -0.5535 -0.0934
N 0.3433 1.0232 -1.5131
O -0.9001 -1.3140 1.0091
I -1.3172 1.8855 -2.2975
H 0.7435 -1.5615 2.2579
H 0.9793 1.7192 -1.1340
```


Model x:
Entry from the OMol25 dataset: one molecule with the formula C2H2IN3O (ωB97M-V/def2-TZVPD).

Values from the calculation:
Structure (SMILES) = N#CC(=O)NNI
2S+1 = 1
Total charge = 0
Frontier orbital gap = 8.50 eV

The geometry in XYZ format:
```
9
C2H2IN3O (ωB97M-V/def2-TZVPD)
C -0.9323 1.9747 -0.0811
C -1.0729 0.8306 0.8143
N -0.8046 2.8718 -0.7783
N -0.2304 -0.1881 0.4743
N 0.7233 -0.1884 -0.5035
O -1.8675 0.7641 1.7189
I 2.6941 0.2597 0.1745
H 0.5189 0.5442 -1.1841
H -0.2320 -1.0094 1.0710
```


Which one sits at the top of the stability order? model x does.